Entry from the OMol25 dataset: a molecular structure, C2H8N2O at a distorted geometry (ωB97M-V/def2-TZVPD).

For the frontier orbital gap, the calculation gives 11.0 eV. As for the net charge: 0. The energy relative to the best compared isomer or geometry (same formula, charge and spin) is 492.0 kJ/mol.

Geometry as XYZ:
```
13
Properties=species:S:1:pos:R:3:forces:R:3:nbo_charge:R:1
C -1.1395 0.5239 -1.1174 0.04 0.08 -0.16 -0.38
O 1.4877 -1.8035 0.1915 0.79 0.78 0.23 -0.59
N 0.5388 -0.6489 1.8323 0.09 1.17 1.00 -0.35
C -1.3598 -0.7610 -1.3121 -0.12 -0.12 0.15 -0.39
H -1.2253 -1.2252 -2.2723 0.03 -0.06 -0.32 0.19
H 1.4396 3.9481 1.2031 -0.72 -0.81 0.50 0.00
H 1.2293 -2.5646 -0.3454 -0.31 0.09 0.27 0.48
H -1.2695 0.9822 -0.1548 -0.06 0.08 0.33 0.19
N 0.4392 -1.5725 1.0859 -0.85 -1.83 -0.90 0.14
H 1.3868 -0.0696 1.7795 0.38 -0.24 -0.48 0.31
H -0.8153 1.1742 -1.9128 0.06 0.09 -0.19 0.19
H 0.9669 3.4236 1.5293 0.71 0.80 -0.50 0.00
H -1.6788 -1.4067 -0.5070 -0.03 -0.02 0.08 0.20
```
Forces are in eV/Å.

---

Entry from the OMol25 dataset: 7 unconnected molecules or ions with the total composition C7H29NO6 at a distorted geometry (ωB97M-V/def2-TZVPD).

For the frontier orbital gap, the calculation gives 9.8 eV. As for the net charge: 0. The energy relative to the best compared isomer or geometry (same formula, charge and spin) is 12.8 kJ/mol. The SMILES is CC(C)CNC(C)C.O.O.O.O.O.O.

Geometry as XYZ:
```
43
Properties=species:S:1:pos:R:3:forces:R:3:nbo_charge:R:1
H 2.2715 1.7664 -1.3887 0.40 -0.11 -0.39 0.18
H -3.0437 -1.9631 1.2165 0.15 0.41 0.65 0.23
O -0.5307 3.4209 1.2397 0.78 0.64 0.18 -0.96
H -2.6762 2.2862 -0.8593 0.08 -0.04 0.19 0.48
H 1.0846 -0.3335 -2.8697 -0.11 0.06 0.23 0.20
H -1.4560 -1.3309 -2.5865 -0.34 0.04 -0.04 0.46
H -0.0287 1.8775 -0.8793 -0.22 0.12 -0.15 0.47
H 0.5172 -2.8950 -0.5587 -0.22 -0.16 0.07 0.49
H -0.5157 2.4628 1.1928 -0.44 -0.03 -0.02 0.45
H -1.2395 0.5167 1.9836 -0.32 -0.17 -0.28 0.20
O -0.0144 2.7266 -1.3403 -0.11 -0.05 -0.35 -0.94
H -2.1456 -0.6502 2.9714 -0.05 0.33 0.14 0.21
C 0.3913 -0.3887 -0.1147 0.48 0.50 -1.01 -0.20
H -0.4879 -0.1597 3.3565 0.21 -0.52 0.05 0.22
H -0.4827 3.6684 0.2924 -0.09 -0.29 0.65 0.50
N 0.3940 -1.4790 0.8434 -0.28 -0.34 -0.07 -0.65
C -0.8244 -1.6195 1.6338 -2.25 0.66 0.13 -0.06
H -0.3868 -0.5069 -0.8684 -0.04 -0.35 -0.04 0.18
H -2.0259 -2.4179 -0.0735 0.40 -0.42 0.55 0.20
C 1.8169 -0.2956 -0.7882 -0.58 0.47 0.56 -0.24
H 1.8673 1.5441 0.2843 0.41 0.27 0.11 0.19
H 2.2807 -1.0626 -0.1726 1.02 0.15 -0.36 0.21
H -0.5417 -2.0419 -3.5113 -0.10 -0.27 -0.19 0.48
H 1.1882 -1.3217 1.4557 -0.13 -0.10 0.19 0.38
H -0.6070 -3.2847 -1.5390 0.07 -0.09 -0.03 0.47
H 1.6485 1.4626 3.7114 0.00 0.06 0.02 0.48
O -1.4866 -1.9501 -3.3261 0.42 0.22 0.29 -0.93
C -2.0939 -1.7009 0.7657 0.72 -0.06 -2.99 -0.63
H -3.1266 2.4879 0.5874 0.07 0.04 0.10 0.48
O 1.5681 1.1286 2.8137 0.09 -0.05 -0.17 -0.95
C -1.1703 -0.4130 2.5480 0.34 -0.43 0.49 -0.63
O -2.4323 2.0880 0.0556 -0.50 -0.42 -0.62 -0.96
H 2.7635 0.0043 -2.6888 0.23 -0.14 -0.03 0.21
H 1.1857 1.8558 2.3078 0.07 0.18 0.18 0.48
H 3.4704 1.0941 -0.2419 0.11 -0.05 -0.30 0.23
C 1.9650 -0.6085 -2.2770 -0.35 -0.28 -0.35 -0.61
H 0.9256 2.8790 -1.4612 0.00 0.22 -0.14 0.48
H 0.1637 0.5784 0.3567 -0.01 -0.09 0.21 0.14
H 2.1809 -1.6517 -2.5060 -0.07 -0.03 0.17 0.23
C 2.4265 1.1084 -0.5451 -0.56 -0.53 1.18 -0.60
H -0.9446 -2.5852 2.1315 1.26 0.16 0.56 0.21
H -2.1500 -0.7983 0.1446 -0.69 0.36 0.70 0.20
O 0.3015 -3.4982 -1.2959 0.14 0.12 -0.06 -0.98
```
Forces are in eV/Å.

---

Entry from the OMol25 dataset: a single C5H10N2O3 molecule at a distorted geometry (ωB97M-V/def2-TZVPD).

For the frontier orbital gap, the calculation gives 10.2 eV. As for the net charge: 0. The energy relative to the best compared isomer or geometry (same formula, charge and spin) is 145.8 kJ/mol. The SMILES is NC(=O)CC[C@H](N)C(=O)O.

Geometry as XYZ:
```
20
Properties=species:S:1:pos:R:3:forces:R:3:nbo_charge:R:1
H 1.6920 -1.1310 2.0044 -1.93 -0.91 -1.11 0.36
N 0.9035 -1.3934 1.3052 0.15 0.83 3.25 -0.81
H -1.3476 -1.7834 -0.1373 -0.40 -0.60 0.77 0.24
O -2.5839 0.0764 1.0519 -0.35 -0.45 1.73 -0.58
C -1.7653 0.3036 0.2224 0.92 -1.15 -2.98 0.71
C 1.2031 0.7217 0.3929 -0.63 5.62 2.09 0.78
H 0.0255 -0.9107 1.7519 2.13 -1.18 -1.15 0.39
C -1.0956 -0.8899 -0.6581 -3.03 0.88 0.72 -0.55
H 1.5477 2.5079 -0.0381 -0.06 0.15 0.22 0.50
H 2.2893 -0.9793 -0.1448 0.35 0.07 -0.31 0.23
O 0.5687 1.2058 1.3333 0.83 -1.15 -0.76 -0.62
H 0.6379 -2.0434 -1.2713 -0.71 0.68 -0.24 0.24
O 1.8002 1.6570 -0.4099 0.26 -1.68 -0.71 -0.69
C 1.2864 -0.6780 0.1180 -0.34 -1.36 0.12 -0.19
N -1.6140 1.5374 -0.3380 -0.24 0.91 0.63 -0.85
H -1.0453 1.6629 -1.1377 0.71 -0.10 -0.52 0.38
H 0.6371 -0.3033 -1.8605 -0.41 -1.04 0.70 0.21
H -1.8699 -0.8782 -1.4794 1.33 -0.11 0.12 0.24
C 0.3373 -1.0024 -1.0106 1.73 0.72 -2.37 -0.39
H -1.6071 2.3201 0.3057 -0.34 -0.17 -0.19 0.40
```
Forces are in eV/Å.

---

Entry from the OMol25 dataset: a molecular structure, C44H76F6N4O27S2 at a distorted geometry (ωB97M-V/def2-TZVPD).

For the frontier orbital gap, the calculation gives 6.0 eV. As for the net charge: 0.

Geometry as XYZ:
```
159
Properties=species:S:1:pos:R:3:forces:R:3:mulliken_charge:R:1
C 1.8038 11.5280 -2.2973 3.08 1.39 -0.71 0.74
H 1.0644 -0.1468 9.5528 -1.15 -0.24 -0.35 0.34
C 5.9508 -5.5213 -2.9982 2.05 -0.34 -1.09 -0.63
H -8.0996 -5.7185 -2.0445 0.09 -0.47 0.28 0.47
H -8.2850 -0.5181 3.4956 -0.56 -0.06 -0.14 0.32
H -10.2748 -3.4634 -0.7339 -0.54 0.76 0.63 0.19
O 2.5371 12.3606 -2.8183 -2.35 -0.94 1.20 -0.58
O -6.4815 10.7374 2.7630 -0.25 -0.96 0.72 -0.33
H 6.3281 -4.9382 -2.1582 -0.81 -0.26 0.32 0.24
C 5.5469 4.2911 5.0123 -0.51 -2.85 -1.44 0.75
H -8.0962 8.7141 4.2699 0.10 -0.09 0.38 0.24
H -8.3348 -4.1110 2.2126 0.37 0.09 0.41 0.22
H -9.3323 -3.0493 3.3392 -0.26 -1.12 0.34 0.49
H -7.2226 -1.2061 -1.0791 -0.25 -1.43 -0.79 0.41
H 1.1941 -9.1191 0.1627 0.23 0.01 -0.13 0.32
C -2.5133 -9.4673 1.2901 2.16 -0.75 -0.55 -0.72
C -7.2317 8.6800 3.6069 -3.07 0.03 -1.36 -0.25
H 11.0168 -8.2356 -6.3225 0.07 0.09 0.20 0.32
C -9.1903 -5.0313 -0.2983 -0.88 1.47 -0.11 -0.62
C -0.1698 -10.3271 1.1577 -2.73 -1.23 1.48 0.07
O -4.7484 10.9796 4.1739 -2.11 -2.33 -0.25 -0.54
H -5.3241 12.4804 -7.0563 -0.15 0.00 -0.32 0.27
H -3.5330 -9.3904 1.6375 0.00 -0.71 0.23 0.38
O 9.5272 -11.0192 -6.8897 0.30 -2.64 -0.03 -0.35
O -8.3694 -2.0431 2.0171 1.32 1.78 -0.90 -0.36
F 0.5830 -0.1566 1.0158 2.22 -0.05 0.22 -0.20
O 4.2531 -1.5189 6.1545 -0.93 -0.13 -0.02 -0.28
C -0.7474 -8.2574 0.0526 -1.08 -1.87 1.38 -0.76
H -0.1031 0.0618 7.2262 -0.06 0.10 -0.26 0.32
O -1.7838 -1.1336 -0.8659 -0.89 -0.71 0.38 -0.65
C 10.3229 -10.3267 -5.9770 0.61 1.44 0.22 -0.52
H -1.6697 3.2281 6.9046 -0.74 -0.26 0.15 0.32
H -10.6674 -4.3573 1.6836 -0.51 -0.06 0.89 0.38
C 4.5537 2.2819 -6.2322 -0.91 3.29 0.14 -0.30
C -0.6286 0.2114 1.1666 -3.86 -1.65 -2.27 0.67
H -7.0942 9.1697 1.5766 -0.36 0.57 -0.50 0.24
H -0.5007 2.6162 5.9174 0.74 -0.16 -0.22 0.33
H 3.8432 -3.2952 7.3062 -1.19 -0.50 -1.28 0.53
H 6.8345 -5.9441 -5.5679 -0.90 0.32 0.36 0.27
C 9.4645 -12.4794 -6.5880 -1.38 1.73 -0.50 -0.79
C 1.4477 0.4793 8.7470 -1.13 -0.30 0.03 -0.94
H -8.0138 -3.6540 -3.7891 0.34 -0.72 -0.50 0.35
C 5.7893 5.5413 5.5985 0.21 -1.76 -0.12 -0.72
S -1.5634 0.2422 -0.5429 4.62 -1.49 -0.53 0.91
H -2.5236 -6.6079 0.3606 -0.20 0.35 -0.24 0.32
H -9.9504 -5.8087 -0.3767 -0.22 -0.35 0.71 0.32
H 10.3760 -13.0379 -6.8005 0.14 0.32 0.33 0.28
H -6.7584 -2.6620 -3.1643 0.38 -0.09 0.17 0.23
H -6.9446 -0.8059 2.4261 0.77 0.03 0.88 0.14
H -6.4646 -4.4443 -3.0008 0.01 0.03 -1.16 0.31
O -7.8376 -3.7196 -1.7477 0.46 0.57 -0.66 -0.23
C 5.2067 4.0904 3.6515 0.84 2.12 0.52 -0.45
C 5.8541 6.5998 4.7271 -0.92 0.15 0.38 -0.42
H 8.6475 -12.8951 -7.1777 0.28 0.24 -0.68 0.29
H -8.4389 10.1211 2.3778 0.21 -0.09 -0.05 0.28
C 5.3487 2.9322 -5.0609 -0.51 -2.00 -0.53 -0.22
H 11.4055 -10.4470 -6.0192 0.35 -0.73 -0.90 0.33
C -4.1086 10.7642 -7.3335 2.66 -0.27 -0.54 -0.28
O -0.6479 0.9052 -1.4628 -0.61 -0.06 0.83 -0.61
H 0.5451 8.7545 -2.4501 0.74 -0.11 -0.32 0.24
O -5.2917 9.4799 -4.3332 0.21 3.07 -4.75 -0.59
C 10.0921 -8.8052 -6.2294 -2.34 -0.92 0.25 -0.63
F -2.7433 3.8681 -2.6977 -1.77 -0.26 -1.75 -0.20
H 9.0133 -12.6045 -5.6037 0.86 0.00 0.56 0.34
C 3.7075 -2.2137 7.3154 1.00 0.48 0.26 -0.82
O -6.1091 9.0997 4.2263 2.71 0.46 1.75 -0.31
O -4.0022 10.2325 -6.0676 2.14 -1.89 2.03 -0.33
O 5.3811 1.3912 -6.8328 2.82 -2.85 -0.74 -0.32
C -7.6874 -1.3102 3.0442 -0.32 0.18 -0.87 -0.69
C -10.1758 -3.4341 1.3768 0.01 -1.47 1.04 -0.93
H -9.3346 -4.7028 -2.5921 -1.38 -0.23 0.63 0.44
H -7.3186 -1.8970 3.8854 0.43 -0.30 -0.44 0.38
H -3.2390 11.3924 -7.5265 -0.24 0.78 0.47 0.24
H 5.4537 -1.6105 4.4597 -0.09 0.03 0.24 0.21
H -1.7050 -11.3784 2.1095 -0.37 0.11 0.32 0.37
H -7.5293 -0.4173 0.1751 -1.05 -0.13 1.28 0.39
H -1.7679 1.5531 6.2309 -0.31 -0.64 0.86 0.31
H 3.1352 0.1872 7.6204 0.31 0.46 0.11 0.27
C 8.6110 -6.8907 -5.4853 0.18 -1.01 1.78 -0.62
C 0.1604 10.4463 -1.2348 -0.62 -0.11 0.86 -0.25
H 8.4653 -6.7639 -6.5580 -0.08 -0.57 -0.08 0.40
H 0.0771 10.4516 -0.1480 -0.88 -0.68 -0.15 0.24
C 6.5405 1.2595 -6.1376 3.53 -0.46 0.36 0.68
C -8.9735 -3.2351 2.3269 -2.04 0.15 0.31 -0.42
H 10.1278 -10.6873 -4.9670 -0.59 0.46 0.43 0.35
C -7.2079 -3.6490 -3.0552 -0.64 0.39 1.82 -0.80
H -5.9432 11.1462 -8.1380 -0.70 0.53 0.28 0.26
O 5.1870 7.5881 2.6723 -0.29 -0.87 -0.07 -0.53
H 6.7791 -7.6218 -4.9991 -0.84 0.02 1.04 0.31
N -9.7137 -3.7053 0.0702 0.47 0.13 -2.51 -0.10
N 2.6013 -0.3146 8.3156 0.98 2.66 0.80 -0.33
O 6.3864 1.8830 -4.9253 -0.42 1.27 -0.07 -0.33
C 0.1628 -9.2465 0.4568 0.87 2.97 -1.99 -0.10
O -0.4525 2.0424 7.8878 2.24 -3.16 0.39 -0.38
O -3.8494 3.3040 -0.0843 -0.94 0.34 0.99 -0.66
C -5.1507 10.1363 -5.4112 -0.33 -2.36 4.05 0.72
C -7.4361 9.7027 2.4638 0.84 -0.58 -0.14 -0.27
H -0.7527 10.5275 -1.8245 -0.40 -0.58 0.61 0.26
H 6.3205 -1.6056 6.0632 0.21 0.49 -0.22 0.29
C -3.3235 2.6993 -2.3766 1.28 -1.44 1.08 0.66
H 6.2660 7.5634 4.9882 -0.27 0.14 0.32 0.32
C -1.1423 2.2893 6.7357 -0.47 2.52 -1.75 -0.82
H 3.5890 1.8849 -5.9160 0.19 -0.31 -0.10 0.30
H 1.5166 -10.9417 1.8091 0.16 0.02 -0.08 0.32
S -2.7149 2.6516 -0.6507 1.09 -0.37 2.84 1.00
H 1.7435 -1.3388 6.8221 -0.24 -1.00 -0.44 0.29
F -4.6922 2.5635 -2.4204 1.68 1.22 -0.43 -0.22
O 0.7022 -11.3209 1.4706 0.32 -0.55 0.25 -0.54
C -5.4046 11.4068 -7.2270 -1.91 1.46 -1.48 -0.20
H 1.2021 1.2421 6.8044 -0.30 0.16 -0.44 0.34
H 5.5475 -3.0337 5.5700 -0.22 -0.28 -0.47 0.32
C -2.1213 -8.4215 0.4713 2.52 0.93 -0.46 0.67
O 7.6432 0.7614 -6.4533 -4.77 1.31 0.53 -0.55
H 1.6504 8.8506 -0.9998 -0.36 -0.26 -0.12 0.27
N 9.0896 -8.3152 -5.2231 1.17 0.68 -1.43 -0.32
N -2.8221 1.0120 -0.1799 -1.87 3.61 -0.75 -0.42
O 7.2498 -6.0143 -3.5091 -0.99 -1.00 -1.17 -0.31
C 5.4562 -1.9501 5.4955 -0.61 -0.59 1.76 -0.75
C 7.2210 -6.6409 -4.8242 1.30 0.89 -0.94 -0.47
O -1.4296 3.3460 -0.4390 -2.39 -1.85 -1.00 -0.57
H 5.9404 5.5921 6.6666 0.45 0.08 -0.04 0.40
H 5.4697 -4.8506 -3.7101 0.11 0.10 -0.20 0.29
H 5.2029 3.1441 3.1311 -0.33 -0.29 0.48 0.29
H -10.9137 -2.6345 1.4419 0.30 0.16 -0.20 0.42
C 5.0541 5.2504 2.8969 -1.45 -1.62 -0.28 -0.61
H 5.2142 8.3876 3.2030 -0.01 -0.12 0.20 0.29
H 9.6331 -8.5613 -4.4082 -0.74 1.24 1.14 0.21
O 5.6434 3.0932 5.7184 0.33 1.10 1.74 -0.50
C 0.4919 0.9111 7.5621 -0.12 0.41 1.96 -0.21
H 4.6715 2.9998 -4.2095 0.60 -0.32 0.36 0.26
H 4.4504 3.0117 -7.0353 -0.96 0.42 0.31 0.24
H -3.8828 10.0179 -8.0952 -1.11 -0.62 -0.03 0.24
H 9.2681 -6.0586 -5.2322 0.51 -0.17 0.39 0.36
H 5.2609 -6.3437 -2.8089 0.15 0.01 0.48 0.26
H -0.3410 -7.4322 -0.5133 -0.50 0.21 -0.09 0.36
H 1.7549 -2.1545 8.4324 0.06 -0.44 -0.22 0.42
H 4.5742 5.2470 1.9293 0.40 -0.12 -0.32 0.37
H 5.7481 3.9291 -5.2472 0.42 -0.33 -0.24 0.24
O -7.1702 -0.3214 -0.7100 -0.19 0.38 0.00 -0.28
H -8.4318 -5.2251 0.4601 0.31 -0.75 -0.65 0.34
C 5.2717 6.4367 3.4870 1.68 3.55 -0.85 0.56
H -6.2435 -0.1199 -0.5607 1.50 0.59 -0.24 0.47
H 1.6019 1.3837 9.3356 1.16 0.24 -0.43 0.37
C -5.6858 10.2927 3.7968 1.60 2.99 -0.70 0.67
F -2.8483 1.6767 -3.0859 -0.12 0.74 -0.67 -0.21
H 9.5146 -8.7761 -7.1533 0.58 0.09 -0.48 0.40
H 4.4087 -2.1221 8.1449 0.03 1.19 0.49 0.37
F -0.7667 1.4222 1.6589 0.41 -0.29 1.24 -0.22
O 0.7975 11.6551 -1.4531 0.30 3.05 -0.52 -0.34
H 5.6019 2.2824 5.2060 -0.16 0.49 -0.52 0.25
O 2.1104 10.2483 -2.3790 -0.04 -2.51 -1.31 -0.34
C 2.3253 -1.5633 7.7161 0.83 -1.01 -0.98 -0.49
H -7.1614 7.6674 3.2097 0.35 0.02 0.15 0.27
C 1.1095 9.3959 -1.7733 0.50 0.72 0.46 -0.22
F -1.2579 -0.8163 1.9163 0.72 2.07 -0.19 -0.27
O -2.9972 -7.4149 0.1465 -0.42 -0.03 0.25 -0.53
C -8.7022 -4.8701 -1.7202 2.52 0.65 -0.22 -0.83
O -6.0515 10.8696 -6.0788 -0.57 -0.70 0.30 -0.32
C -1.5016 -10.4551 1.5875 -0.95 0.57 -0.38 -0.15
```
Forces are in eV/Å.

---

Number 1: HOMO level -10.0053 eV. Number 2: HOMO level -9.5011 eV. Number 3: HOMO level -9.7085 eV. Number 4: HOMO level -7.7713 eV.